No. 1
{
  "formula": "C6H6O4S",
  "method": "ωB97M-V/def2-TZVPD",
  "smiles": "O=C1C=CO[C@@]2(CO)S[C@@]12O",
  "spin_multiplicity": 1,
  "gap_ev": 9.8180,
  "e_homo_ev": -9.62,
  "e_above_lowest_kj_mol": 155.83,
  "species": ["C", "C", "C", "C", "C", "C", "O", "O", "O", "O", "S", "H", "H", "H", "H", "H", "H"],
  "xyz": [[1.88068, 1.15075, 0.22665], [0.79508, 1.95287, 0.04219], [1.67296, -0.25998, 0.39965], [0.43440, -0.71480, -0.21375], [-0.67458, 0.20516, -0.60869], [-2.05761, -0.35379, -0.39379], [2.43576, -1.01994, 0.91698], [-0.48401, 1.63224, -0.28373], [-0.00628, -1.92338, 0.32112], [-2.36750, -0.54161, 0.96583], [0.33974, -0.43223, -1.95832], [2.78255, 1.71889, 0.63546], [0.96973, 3.08909, 0.12075], [-1.97309, -1.24555, -0.89075], [-2.77663, 0.30094, -0.82229], [0.83754, -2.36666, 0.33883], [-1.80872, -1.19200, 1.20387]],
  "lowdin_charge": [-0.011, -0.109, -0.447, -0.666, -0.515, -0.183, 0.130, 0.000, 0.033, 0.035, 1.089, 0.148, 0.160, 0.089, 0.134, 0.102, 0.012]
}

=====

No. 2
{
  "formula": "C55H84ClFN21O5PS",
  "method": "ωB97M-V/def2-TZVPD",
  "spin_multiplicity": 1,
  "gap_ev": 5.5824,
  "e_homo_ev": -5.64,
  "species": ["C", "C", "C", "O", "C", "N", "C", "C", "C", "C", "C", "C", "C", "C", "C", "C", "O", "C", "S", "O", "O", "F", "P", "O", "Cl", "H", "H", "H", "H", "H", "H", "H", "H", "H", "H", "H", "H", "H", "H", "H", "H", "H", "H", "H", "H", "H", "H", "H", "H", "C", "C", "N", "H", "H", "H", "C", "C", "N", "H", "H", "H", "C", "C", "N", "H", "H", "H", "C", "C", "N", "H", "H", "H", "C", "C", "N", "H", "H", "H", "C", "C", "N", "H", "H", "H", "C", "C", "N", "H", "H", "H", "C", "C", "N", "H", "H", "H", "C", "C", "N", "H", "H", "H", "C", "C", "N", "H", "H", "H", "C", "C", "N", "H", "H", "H", "C", "C", "N", "H", "H", "H", "C", "C", "N", "H", "H", "H", "C", "C", "N", "H", "H", "H", "C", "C", "N", "H", "H", "H", "C", "C", "N", "H", "H", "H", "C", "C", "N", "H", "H", "H", "C", "C", "N", "H", "H", "H", "C", "C", "N", "H", "H", "H", "C", "C", "N", "H", "H", "H"],
  "xyz": [[5.28552, 3.48891, -2.60750], [3.83246, 2.95840, -2.14316], [3.49903, 1.66440, -3.06942], [3.09450, 0.60289, -2.16505], [2.99841, -0.66311, -2.85599], [2.11484, -1.67233, -2.28910], [2.36069, -2.07656, -0.89336], [1.99136, -1.04816, 0.26075], [0.67266, -0.18696, 0.12861], [0.06459, 0.45173, -1.13654], [-1.23407, 1.33978, -1.15672], [-2.03023, 1.64000, 0.15168], [-1.41955, 0.99674, 1.46872], [-0.11449, 0.11720, 1.46117], [0.35642, -0.39208, 2.90850], [1.66074, -3.56418, -0.74190], [2.38654, -4.46499, 0.09470], [2.17883, -4.31339, 1.50737], [-0.17289, -3.54777, -0.55331], [-0.91830, -2.95528, -1.73812], [-0.73508, -2.93627, 0.68063], [-0.65548, -5.18433, -0.53135], [4.23023, -2.53186, -0.62095], [4.65610, -3.46899, -2.02128], [5.45974, -0.83257, -0.55787], [6.03461, 2.63796, -2.46973], [5.21211, 3.84410, -3.70044], [5.60038, 4.35553, -1.93168], [3.80966, 2.60887, -1.05368], [3.04453, 3.76909, -2.33955], [4.46397, 1.29725, -3.58781], [2.67279, 1.92647, -3.82546], [2.61277, -0.41229, -3.92998], [4.08380, -1.03659, -3.02687], [1.13322, -1.63666, -2.57705], [1.98883, -1.60855, 1.25564], [2.86396, -0.28794, 0.34482], [0.58152, 0.33336, -2.13762], [-1.64174, 1.80096, -2.12221], [-2.96142, 2.30726, 0.18185], [-1.99172, 1.21801, 2.43987], [0.00716, -1.48764, 3.00180], [1.50018, -0.33644, 2.94344], [-0.11496, 0.22923, 3.76006], [1.82577, -4.00826, -1.80494], [1.39672, -3.56913, 1.85638], [3.18127, -3.96060, 1.96872], [1.97863, -5.33704, 2.00795], [4.15084, -3.15628, -2.80759], [-0.22104, 4.52294, 4.06122], [-0.50903, 3.07122, 4.28872], [-0.73177, 1.92494, 4.46520], [-0.97023, 4.94808, 3.39046], [-0.24568, 5.06068, 5.00845], [0.76698, 4.63933, 3.61141], [-3.14455, -2.16747, -3.82884], [-3.59254, -0.74950, -4.01889], [-3.94581, 0.36820, -4.16910], [-4.01136, -2.82975, -3.79423], [-2.50255, -2.47441, -4.65750], [-2.58856, -2.25902, -2.89360], [-0.79481, -5.65019, -5.60752], [-1.16009, -4.42719, -6.39333], [-1.44524, -3.45804, -7.03037], [-0.61827, -5.38107, -4.56414], [-1.60396, -6.37957, -5.65652], [0.11078, -6.09578, -6.02044], [4.05511, 4.59284, 4.91328], [3.55533, 4.40879, 3.50887], [3.15236, 4.26418, 2.36066], [3.27866, 5.05411, 5.52862], [4.32125, 3.62416, 5.34269], [4.93748, 5.23684, 4.91357], [-4.39228, -2.01460, 1.71312], [-4.37660, -0.52046, 1.82880], [-4.36307, 0.65644, 1.92150], [-3.41378, -2.37107, 1.38446], [-4.62727, -2.45921, 2.68165], [-5.14645, -2.32236, 0.98695], [1.84218, 5.53232, 8.90575], [1.47828, 5.81109, 7.47949], [1.19124, 6.03145, 6.35372], [0.96029, 5.62984, 9.53894], [2.23676, 4.51837, 8.99731], [2.59969, 6.24101, 9.23930], [0.85063, -9.38007, -6.11754], [-0.25860, -8.72040, -6.87941], [-1.14246, -8.20191, -7.48969], [1.80923, -8.95513, -6.41705], [0.71019, -9.22433, -5.04623], [0.85608, -10.45162, -6.32387], [0.37477, 6.58105, 0.16980], [1.48176, 5.82927, 0.85300], [2.35395, 5.21544, 1.39890], [-0.01853, 7.34726, 0.83706], [0.75373, 7.05660, -0.73393], [-0.43168, 5.89513, -0.09976], [0.49150, -0.14963, -7.54433], [1.54225, -0.90674, -6.78087], [2.36964, -1.50284, -6.18288], [0.08897, 0.65371, -6.92499], [0.92693, 0.28118, -8.44735], [-0.32038, -0.82288, -7.82590], [0.73234, 9.71684, 8.76196], [0.98177, 8.65839, 9.79333], [1.17599, 7.82325, 10.60630], [1.63149, 10.31886, 8.62393], [0.46510, 9.25223, 7.81131], [-0.08464, 10.36427, 9.08504], [5.25747, 10.25457, 9.12360], [4.41851, 9.06414, 8.76732], [3.75783, 8.12626, 8.48664], [5.17769, 11.01189, 8.34208], [4.91559, 10.67978, 10.06863], [6.30184, 9.95520, 9.22448], [4.29997, -4.18237, 5.58201], [3.20573, -3.52827, 4.79401], [2.33985, -3.01574, 4.17508], [5.26637, -3.76946, 5.28804], [4.14559, -4.00590, 6.64754], [4.29936, -5.25739, 5.39511], [-0.93933, -4.63689, 5.40572], [0.10298, -5.39898, 6.16831], [0.92639, -5.99783, 6.76844], [-1.33557, -3.82937, 6.02404], [-0.49969, -4.21126, 4.50168], [-1.75582, -5.30440, 5.12557], [-4.69098, 1.67196, -7.55310], [-4.14419, 2.96000, -8.09124], [-3.71269, 3.97490, -8.51575], [-4.49808, 1.60536, -6.48040], [-5.76882, 1.62467, -7.72491], [-4.21287, 0.82791, -8.05367], [-2.89448, 0.02466, 6.61475], [-3.17176, -1.43265, 6.83243], [-3.39088, -2.58218, 7.00443], [-3.64549, 0.45040, 5.94745], [-2.92514, 0.55506, 7.56710], [-1.90646, 0.15031, 6.16759], [-8.84637, -0.40937, -7.25860], [-8.29840, 0.87769, -7.79784], [-7.86681, 1.89220, -8.22265], [-8.65348, -0.47421, -6.18657], [-9.92285, -0.45508, -7.43065], [-8.36920, -1.25386, -7.75845], [-5.82022, -0.40621, 9.51078], [-5.29559, 0.89228, 8.97464], [-4.88482, 1.92950, 8.55390], [-5.61258, -0.47702, 10.57961], [-6.89821, -0.46428, 9.35227], [-5.33863, -1.24099, 8.99770], [-3.73758, -11.30067, -7.91385], [-2.68178, -12.06852, -7.17658], [-1.84844, -12.67136, -6.59555], [-4.13132, -10.50690, -7.27729], [-3.31184, -10.85653, -8.81487], [-4.55280, -11.96882, -8.19633], [0.24123, 10.13364, -2.61865], [-0.48592, 9.37375, -1.55012], [-1.05884, 8.77506, -0.70827], [0.57647, 11.09521, -2.22691], [1.10886, 9.56333, -2.95444], [-0.42226, 10.30621, -3.46754], [1.81603, -8.02203, -10.38395], [2.49072, -8.79982, -9.29422], [3.02149, -9.41300, -8.43492], [1.25904, -8.69967, -11.03278], [1.12595, -7.29702, -9.94922], [2.56247, -7.49241, -10.97812]],
  "lowdin_charge": [-0.136, -0.197, -0.211, -0.246, -0.289, -0.031, -0.492, -0.149, -0.116, -0.026, -0.073, -0.075, -0.053, -0.142, -0.107, -0.339, -0.230, -0.137, 0.856, -0.334, -0.297, -0.229, 0.719, -0.342, 0.229, 0.074, 0.081, 0.071, 0.117, 0.104, 0.127, 0.129, 0.112, 0.111, 0.102, 0.092, 0.108, 0.069, 0.074, 0.077, 0.052, 0.064, 0.073, 0.017, 0.164, 0.059, 0.079, 0.117, 0.041, -0.059, -0.168, 0.121, 0.080, 0.024, 0.045, -0.059, -0.231, 0.110, 0.080, 0.048, 0.039, -0.076, -0.228, 0.112, 0.074, 0.061, 0.063, -0.099, -0.168, -0.059, 0.018, 0.060, 0.068, -0.050, -0.227, 0.128, 0.063, 0.076, 0.076, -0.097, -0.214, 0.127, 0.058, 0.079, 0.014, -0.072, -0.250, 0.115, 0.042, 0.080, 0.081, -0.093, -0.063, 0.049, 0.055, 0.051, 0.081, -0.063, -0.240, 0.111, 0.078, 0.078, 0.058, -0.064, -0.250, 0.126, 0.062, 0.079, 0.077, -0.058, -0.211, 0.157, 0.079, 0.080, 0.080, -0.056, -0.210, 0.150, 0.078, 0.081, 0.080, -0.068, -0.255, 0.096, 0.040, 0.059, 0.078, -0.080, -0.253, 0.093, 0.044, 0.009, 0.075, -0.072, -0.241, 0.103, 0.082, 0.049, 0.054, -0.063, -0.227, 0.125, 0.080, 0.078, 0.078, -0.062, -0.244, 0.117, 0.079, 0.079, 0.061, -0.075, -0.257, 0.104, 0.076, 0.075, 0.075, -0.058, -0.217, 0.128, 0.079, 0.079, 0.081, -0.062, -0.232, 0.121, 0.080, 0.074, 0.078]
}

=====

No. 3
{
  "formula": "C31H23BClF4N2O3OsPS2",
  "method": "ωB97M-V/def2-TZVPD",
  "spin_multiplicity": 1,
  "gap_ev": [6.3852, 6.3862],
  "e_homo_ev": [-8.81, -8.81],
  "e_above_lowest_kj_mol": 0.00,
  "species": ["Os", "S", "C", "S", "C", "C", "N", "C", "N", "C", "C", "C", "C", "Cl", "C", "C", "C", "O", "C", "C", "O", "O", "H", "H", "H", "H", "H", "H", "H", "H", "F", "B", "F", "F", "F", "C", "C", "C", "C", "C", "C", "P", "C", "C", "C", "C", "C", "C", "C", "C", "C", "C", "C", "C", "H", "H", "H", "H", "H", "H", "H", "H", "H", "H", "H", "H", "H", "H", "H"],
  "xyz": [[1.60020, -1.33647, -0.46407], [1.32312, -3.42399, -1.07720], [2.55791, -3.93568, 0.09666], [2.98568, -2.51148, 0.98341], [3.00079, -5.20471, 0.24266], [3.98906, -5.51221, 1.22915], [4.77012, -5.74137, 2.03967], [2.47091, -6.26207, -0.56089], [2.04032, -7.11427, -1.19977], [1.39946, 5.61100, 1.52965], [1.18761, 5.06671, 0.14672], [0.41764, 5.73729, -0.78923], [0.21832, 5.20302, -2.05563], [-0.79108, 6.05623, -3.18492], [0.79856, 4.00625, -2.42014], [1.58335, 3.32408, -1.49767], [1.76225, 3.84715, -0.22768], [2.49069, 3.22352, 0.76059], [3.32435, 2.16963, 0.36378], [2.59569, 0.87314, 0.10000], [2.93749, 0.14700, -0.88300], [1.67779, 0.40981, 0.82576], [1.01299, 6.62584, 1.60487], [2.45715, 5.61788, 1.79125], [0.89327, 4.99370, 2.27535], [-0.03590, 6.68563, -0.53153], [0.64316, 3.58363, -3.40233], [2.01509, 2.38466, -1.81520], [4.00922, 1.98572, 1.19371], [3.90778, 2.41445, -0.52676], [2.45074, -1.22335, -3.32052], [1.36791, -0.39020, -3.51905], [0.66202, -0.36100, -2.12159], [1.70980, 0.91745, -3.75058], [0.42820, -0.89119, -4.36901], [-4.05391, -3.92192, -1.30662], [-2.97100, -3.68205, -2.13513], [-1.90932, -2.90480, -1.69207], [-1.92213, -2.37011, -0.41115], [-3.02724, -2.59647, 0.41427], [-4.08427, -3.36938, -0.03239], [-0.66450, -1.23047, 0.24741], [-0.71794, -1.46678, 2.04510], [-1.38019, -0.59664, 2.90568], [-1.44606, -0.88102, 4.26264], [-0.86978, -2.03772, 4.76241], [-0.23432, -2.92302, 3.90273], [-0.15932, -2.63988, 2.55026], [-1.35401, 0.38526, -0.18398], [-2.17232, 0.47223, -1.31112], [-2.66978, 1.69836, -1.71778], [-2.37217, 2.84288, -0.99436], [-1.56132, 2.76213, 0.12723], [-1.03149, 1.54490, 0.52344], [-4.87672, -4.53303, -1.65214], [-2.94372, -4.09212, -3.13542], [-1.09917, -2.69951, -2.37863], [-3.06530, -2.17528, 1.40955], [-4.93121, -3.54177, 0.61786], [-1.85558, 0.29693, 2.52610], [-1.95580, -0.19549, 4.92620], [-0.92124, -2.25484, 5.82095], [0.20670, -3.83402, 4.28435], [0.33669, -3.33627, 1.88825], [-2.41755, -0.41425, -1.87887], [-3.28933, 1.75691, -2.60230], [-2.76042, 3.80250, -1.31079], [-1.31593, 3.65539, 0.68408], [-0.37204, 1.50354, 1.37776]],
  "lowdin_charge": [1.004, 0.700, -1.001, 0.651, -0.328, -0.206, 0.186, -0.218, 0.184, -0.026, -0.210, -0.071, -0.673, 0.660, -0.083, 0.011, -0.222, -0.019, -0.074, -0.574, -0.094, -0.098, 0.080, 0.086, 0.086, 0.113, 0.115, 0.102, 0.156, 0.152, 0.118, -1.197, -0.158, 0.169, 0.176, -0.064, -0.056, -0.116, -0.351, -0.067, -0.062, 1.011, -0.349, -0.079, -0.064, -0.065, -0.056, -0.102, -0.321, -0.063, -0.048, -0.058, -0.062, -0.094, 0.109, 0.114, 0.092, 0.106, 0.109, 0.100, 0.109, 0.109, 0.113, 0.078, 0.104, 0.113, 0.109, 0.108, 0.100]
}